(1)
DFT (the ωB97M-V functional and the def2-TZVPD basis) results for a structure of composition C17H26NO6RbS.

Cartesian coordinates (Å):
Rb: 1.52222 0.89350 -2.50503
C: -1.06722 4.70823 2.57316
C: -0.24166 3.45601 2.04056
C: 0.36789 2.71662 3.26554
C: -0.58532 1.68791 3.87058
C: -1.15737 0.78399 2.85714
C: -1.94705 1.51048 1.69203
N: -1.01857 2.55547 1.16914
O: -1.51387 3.22301 -0.02980
C: -3.28209 1.99090 2.27902
C: -2.27420 0.38636 0.61575
C: 1.02291 3.96668 1.20890
H: -1.56731 5.15924 1.71607
H: -0.47552 5.48969 3.04993
H: -1.79669 4.27867 3.25978
H: 0.36342 3.37209 4.13643
H: 1.36013 2.28689 3.12809
H: -1.45375 2.18854 4.29871
H: -0.12941 1.01242 4.59443
H: -1.77973 -0.00328 3.28256
H: -0.36986 0.20367 2.37636
H: -3.12409 2.66769 3.11872
H: -3.92206 1.18388 2.63577
H: -3.86408 2.49296 1.50615
H: -2.66765 -0.54217 1.02944
H: -1.34626 0.05949 0.14652
H: -2.95470 0.81990 -0.11712
H: 1.84605 3.25337 1.16760
H: 1.48399 4.78589 1.76063
H: 0.75981 4.22800 0.18392
C: -3.35591 -4.30419 -6.49489
C: -2.34867 -4.95164 -7.11984
C: -1.04782 -4.29118 -7.47431
O: -0.16996 -4.75965 -8.22684
C: -0.79279 -3.04726 -7.04749
C: -1.74999 -2.21321 -6.28946
C: -3.22768 -2.90595 -6.03664
O: -4.10749 -2.21856 -5.45020
O: -1.47344 -1.06946 -5.87538
O: -2.56342 -6.20973 -7.46096
H: -4.22603 -4.90125 -6.26511
H: 0.22377 -2.70488 -7.17308
C: 5.85251 -1.42590 2.22295
S: 4.36004 -2.44784 1.88798
O: 4.27468 -2.41070 0.36265
C: 5.27575 -4.04261 2.29544
H: 6.06127 -1.54092 3.28657
H: 5.64146 -0.36607 2.08034
H: 6.61949 -1.78579 1.53715
H: 4.69884 -4.91787 1.99676
H: 5.72477 -4.12594 3.28516
H: 6.14266 -4.17548 1.64821

* E_LUMO: 2.06 eV
* total charge: -2
* Kohn-Sham gap: 2.019 eV
* HOMO: 0.04 eV

(2)
DFT (the ωB97M-V functional and the def2-TZVPD basis) results for a structure of composition C17H27AsBIrN4S3.

Cartesian coordinates (Å):
Ir: 1.35130 -0.66130 -0.06850
C: -0.79090 2.27540 0.19180
C: -1.49710 1.45590 -0.68170
C: -0.82730 0.71990 -1.64790
C: 0.57110 0.80200 -1.75750
C: 1.28020 1.67910 -0.90120
C: 0.59160 2.38260 0.09010
H: -1.32200 2.87030 0.91870
H: -2.57400 1.42200 -0.63020
H: -1.38950 0.12680 -2.35230
H: 1.05250 0.41570 -2.65050
H: 2.31080 1.93160 -1.11810
H: 1.12210 3.07690 0.72550
C: -2.97580 -2.46370 3.14960
N: -1.61080 -2.23110 3.54040
C: -1.07000 -2.53380 4.74240
C: 0.26460 -2.21290 4.68800
N: 0.53660 -1.71850 3.45520
B: 1.92490 -1.45730 2.86410
N: 2.45960 -0.05100 3.19550
C: 2.37990 0.64040 4.35810
C: 3.07170 1.81740 4.21130
N: 3.58400 1.83050 2.95950
C: 4.37230 2.88240 2.38200
C: 3.20920 0.68590 2.34340
S: 3.64460 0.27120 0.75010
C: -0.62390 -1.72540 2.75720
S: -0.88760 -1.17930 1.16620
H: -3.31470 -3.41300 3.56290
H: -3.05220 -2.49330 2.06450
H: -3.63240 -1.67380 3.52260
H: -1.63770 -2.96340 5.54710
H: 1.01660 -2.34180 5.43970
H: 2.68910 -2.29570 3.18230
H: 1.77050 -1.47210 1.60580
H: 1.85030 0.27120 5.21290
H: 3.22430 2.62290 4.90420
H: 4.08080 3.83870 2.81130
H: 4.24000 2.90990 1.30180
H: 5.43040 2.72220 2.59050
C: 3.66510 -1.40450 -3.64230
As: 2.68640 -3.03420 -3.17570
C: 3.89380 -4.52770 -2.89900
C: 1.49740 -3.56410 -4.61560
S: 1.43490 -2.78740 -1.39500
H: 4.47510 -1.68330 -4.31720
H: 4.08620 -0.93320 -2.75180
H: 3.00430 -0.70750 -4.16000
H: 4.42900 -4.68810 -3.83920
H: 3.31320 -5.42130 -2.65510
H: 4.61350 -4.32980 -2.10560
H: 2.10110 -3.72270 -5.51120
H: 0.73840 -2.80690 -4.82240
H: 1.00950 -4.50680 -4.35390

* multiplicity: 2
* E_LUMO (spin up / spin down): -12.31 / -11.76 eV
* total charge: +3
* Kohn-Sham gap (spin up / spin down): 4.174 / 5.297 eV
* HOMO (spin up / spin down): -16.48 / -17.06 eV

(3)
DFT (the ωB97M-V functional and the def2-TZVPD basis) results for a structure of composition C17H27ErN2O6S3Si2.

Cartesian coordinates (Å):
Er: -11.70235 14.61945 1.01586
O: -13.79399 13.76368 1.35001
S: -14.50863 15.02233 1.82718
O: -15.81197 15.27206 1.37993
O: -13.52917 16.10403 1.51963
C: -14.54225 14.84866 3.64486
C: -15.73158 15.25926 4.22285
C: -15.93858 15.26878 5.61569
C: -14.88547 14.99802 6.40988
C: -13.66876 14.70126 5.87740
C: -13.42388 14.59001 4.48786
S: -11.73497 14.17234 4.09185
O: -11.09335 13.99762 5.35376
O: -11.20144 15.21755 3.21342
O: -11.83356 13.00855 3.18116
H: -16.55398 15.65603 3.59405
H: -16.88959 15.69582 6.03540
H: -15.10191 14.97304 7.50782
H: -12.90105 14.48541 6.53391
C: -10.86738 13.20804 -3.52512
Si: -12.16981 14.25704 -2.64131
C: -13.53193 13.18140 -2.02301
C: -13.05761 15.43569 -3.80239
C: -11.55375 15.21730 -1.19342
Si: -10.09383 16.32816 -1.07319
C: -8.60161 15.53780 -1.75023
C: -10.37837 18.06636 -1.73828
C: -9.53949 16.50095 0.82857
H: -11.23007 12.24810 -3.86440
H: -10.13054 12.73664 -2.76634
H: -10.29827 13.52674 -4.34602
H: -13.90572 12.48157 -2.79840
H: -14.18045 13.91035 -1.54847
H: -13.17248 12.45727 -1.15360
H: -13.64477 14.85706 -4.51252
H: -12.41078 16.11063 -4.35434
H: -13.68097 16.12915 -3.22154
H: -12.51151 15.84638 -1.14540
H: -8.98523 14.99685 -2.62379
H: -8.01881 14.78762 -1.15229
H: -7.87307 16.28892 -2.07938
H: -10.68465 17.95955 -2.80502
H: -9.56509 18.77602 -1.78874
H: -11.15857 18.52126 -1.06394
H: -9.50325 15.59875 1.52637
H: -10.02409 17.33482 1.39485
H: -8.47498 16.73255 0.72051
S: -10.25280 12.51052 0.02937
C: -10.10947 11.02314 0.81416
N: -10.72502 10.79355 2.00869
C: -10.73656 9.55861 2.55778
C: -10.17837 8.48536 1.87884
C: -9.57609 8.80615 0.64040
N: -9.47689 10.00530 0.19803
H: -11.18088 11.64128 2.51266
H: -11.09758 9.53143 3.58429
H: -10.12928 7.47644 2.24734
H: -9.04922 8.03704 0.09496

* multiplicity: 4
* E_LUMO (spin up / spin down): -0.68 / -0.68 eV
* Kohn-Sham gap (spin up / spin down): 7.477 / 7.494 eV
* HOMO (spin up / spin down): -8.16 / -8.17 eV

Number 1: energy -1591.60280 Ha. Number 2: energy -4441.53907 Ha. Number 3: energy -4013.70872 Ha.